# 1
Formula: C48H48N4O3P2S5Tl
Source: the OMol25 dataset
Level of theory: the ωB97M-V functional and the def2-TZVPD basis

Geometry as XYZ:
```
111
Properties=species:S:1:pos:R:3:forces:R:3:mulliken_charge:R:1
Tl 0.420220 -1.123783 0.744800 0.0 0.0 0.1 1.279
O 7.437769 -4.712126 3.240462 0.0 0.0 0.0 -0.467
C 6.402310 -4.603689 2.663253 0.1 0.0 0.0 0.515
S 6.124704 -3.363697 1.395016 0.0 0.2 -0.1 -0.116
C 4.471726 -3.819601 1.153933 -0.1 -0.1 0.0 -0.174
C 3.981459 -4.858411 1.845583 0.1 0.2 -0.1 0.345
S 2.352225 -5.004650 1.231305 -0.1 -0.2 0.1 -0.074
S 4.990126 -5.663539 2.995643 -0.1 -0.1 0.0 -0.156
S 3.110045 -3.381952 0.116903 0.3 -0.1 0.1 0.125
O 0.581745 3.453863 -2.054243 -0.1 0.2 -0.1 0.509
C 1.554922 4.415066 -1.837060 0.3 0.1 0.0 -0.014
C 1.398099 5.790685 -1.942957 -0.1 -0.3 0.0 -1.423
C 2.471930 6.630483 -1.673880 -0.1 0.0 0.0 -0.822
C 3.690373 6.115746 -1.288372 0.2 0.1 0.1 -0.950
C 3.839829 4.744829 -1.138046 -0.1 0.0 -0.1 -0.563
C 2.789642 3.880082 -1.412057 -0.6 -0.1 -0.1 0.728
P 2.832551 2.086414 -1.032209 0.3 -0.1 0.1 1.127
C 2.921693 1.298879 -2.683364 -0.1 0.0 0.1 0.479
C 3.123852 -0.081844 -2.703043 0.0 0.0 0.0 -0.557
C 3.189070 -0.772752 -3.901060 0.0 0.0 0.0 -0.571
C 3.019900 -0.093847 -5.101388 -0.1 0.0 0.0 -0.552
C 2.794007 1.273824 -5.089938 0.0 0.0 -0.1 -0.745
C 2.751371 1.970468 -3.888102 0.0 0.0 0.0 -0.232
C 4.581230 1.929658 -0.492792 -0.2 -0.2 0.1 -0.159
C 4.804988 1.813812 0.878692 0.0 0.1 -0.1 -0.454
C 6.097205 1.765175 1.380831 0.1 0.0 0.1 -0.793
C 7.178545 1.810989 0.512708 0.0 0.0 0.0 -0.523
C 6.964399 1.877212 -0.857842 0.0 0.0 -0.1 -0.732
C 5.673119 1.939416 -1.358316 0.0 0.0 0.0 -0.011
C -0.578533 3.530831 -2.794812 -0.3 -0.3 -0.1 0.141
C -0.971748 4.561434 -3.642302 0.2 -0.1 0.2 -1.171
C -2.203523 4.499826 -4.279995 0.1 0.1 -0.1 -0.900
C -3.037084 3.414498 -4.123483 -0.3 -0.2 -0.1 -1.110
C -2.626628 2.351163 -3.335382 0.1 0.1 0.1 0.142
C -1.409068 2.391191 -2.670919 0.6 0.3 0.2 0.601
P -0.803215 1.061482 -1.555244 -0.3 0.3 0.0 0.843
C -1.693145 1.629926 -0.034482 0.1 -0.1 -0.1 0.895
C -3.047352 1.948891 0.017325 0.0 -0.2 0.1 -0.707
C -3.612320 2.420176 1.192101 -0.2 -0.1 0.0 -0.671
C -2.835854 2.594222 2.330014 0.1 0.0 0.0 -0.649
C -1.470894 2.365034 2.264940 0.0 0.0 0.1 -0.780
C -0.904750 1.899590 1.086708 0.0 0.0 -0.1 -0.385
C -1.664160 -0.409949 -2.246582 0.3 -0.1 -0.1 1.166
C -1.647661 -0.550848 -3.639569 -0.1 -0.1 0.1 -1.012
C -1.957253 -1.761013 -4.240347 0.0 0.0 0.0 -0.915
C -2.236201 -2.879512 -3.466925 0.0 0.0 0.0 -0.733
C -2.218173 -2.769722 -2.086014 0.0 -0.1 0.0 -0.979
C -1.939735 -1.548839 -1.483148 -0.1 0.1 0.0 -0.286
H 0.451701 6.227551 -2.188821 -0.3 0.1 -0.1 0.677
H 2.340982 7.700640 -1.764642 0.0 0.0 0.0 0.411
H 4.519664 6.778110 -1.078740 0.0 0.0 0.0 0.437
H 4.784695 4.343002 -0.799305 0.0 0.0 0.0 0.372
H 3.254839 -0.618256 -1.767450 0.0 0.0 0.0 0.411
H 3.368326 -1.840874 -3.902446 0.0 0.0 0.0 0.436
H 3.054653 -0.631283 -6.039971 0.0 0.0 0.0 0.406
H 2.653790 1.803825 -6.023646 0.0 0.0 0.0 0.442
H 2.602207 3.043252 -3.895577 0.0 0.0 0.0 0.476
H 3.955402 1.788168 1.553166 0.0 0.0 0.0 0.437
H 6.267754 1.701033 2.448146 0.0 0.0 0.0 0.446
H 8.187225 1.801173 0.903441 0.0 -0.1 0.0 0.429
H 7.807056 1.890709 -1.537374 0.0 0.0 0.0 0.442
H 5.506275 2.004048 -2.427220 0.0 0.0 0.0 0.450
H -0.337724 5.399869 -3.846234 0.2 0.2 0.1 0.664
H -2.503430 5.321445 -4.917115 0.0 0.0 0.0 0.419
H -3.994333 3.382018 -4.627060 0.0 0.0 0.0 0.450
H -3.249354 1.470699 -3.243919 0.0 0.0 0.0 0.478
H -3.664236 1.845128 -0.865769 0.0 -0.1 0.0 0.368
H -4.668084 2.665877 1.218518 0.0 0.0 0.0 0.492
H -3.288887 2.926375 3.255035 0.0 0.1 0.0 0.444
H -0.846175 2.557704 3.128187 0.0 0.0 0.0 0.499
H 0.175995 1.816149 1.008915 0.0 -0.1 0.0 0.459
H -1.377181 0.296028 -4.256458 0.0 -0.1 0.0 0.503
H -1.964662 -1.836327 -5.320161 0.0 0.0 0.0 0.467
H -2.440024 -3.832106 -3.937455 0.0 0.0 0.0 0.432
H -2.406209 -3.640608 -1.469340 0.0 0.0 0.0 0.542
H -1.956527 -1.500539 -0.396821 0.0 0.1 0.0 -0.007
C -0.012743 -4.143853 5.399614 -0.1 0.0 0.0 -1.136
N -0.274596 -3.224863 4.299732 0.0 0.0 0.0 0.355
C 0.470632 -1.983732 4.377935 0.0 -0.1 -0.1 -0.768
C -0.660682 -3.672397 3.063862 0.0 -0.1 0.1 0.002
O -0.144612 -3.228182 2.023997 0.1 0.2 -0.1 -0.266
N -1.623509 -4.626477 3.024815 0.1 0.0 0.0 0.405
C -2.636560 -4.771488 4.055735 0.0 0.0 0.0 -1.134
C -1.927532 -5.277291 1.763726 0.1 0.0 0.0 -1.044
H 1.064305 -4.200536 5.583916 0.0 0.0 0.0 0.387
H -0.364069 -5.141774 5.156302 0.0 0.0 0.0 0.365
H -0.500298 -3.805001 6.315801 0.0 0.0 0.0 0.320
H 0.317347 -1.558339 5.369587 0.0 0.1 0.0 0.392
H 0.092671 -1.281833 3.637294 0.0 0.1 0.1 -0.025
H 1.545976 -2.133094 4.225206 0.0 0.0 0.0 0.324
H -2.519145 -4.002983 4.812924 0.0 0.0 0.0 0.368
H -2.593243 -5.757660 4.523665 0.0 0.0 0.0 0.302
H -3.622738 -4.649316 3.601953 0.0 0.0 0.0 0.352
H -1.137888 -5.064837 1.050834 0.0 0.0 0.0 0.252
H -2.875866 -4.912118 1.359850 0.0 0.0 0.0 0.269
H -1.995722 -6.355495 1.917217 -0.1 0.0 0.0 0.373
C -5.332658 -0.848139 3.897228 0.1 0.0 0.0 -0.987
N -5.304920 -0.897078 2.458269 0.0 0.0 -0.1 0.170
C -6.500087 -0.617295 1.673746 0.0 0.0 0.1 -0.643
C -6.032626 -0.849932 0.229938 0.0 0.0 -0.1 -0.672
N -4.598461 -1.027200 0.397546 -0.1 0.0 0.0 0.256
C -4.221433 -1.098164 1.686654 -0.3 0.1 0.1 0.101
S -2.675993 -1.410061 2.257525 0.2 0.0 -0.1 -0.310
H -6.047535 -1.578145 4.281963 0.0 0.0 0.0 0.297
H -5.617000 0.147565 4.246706 0.0 0.0 0.0 0.312
H -4.337665 -1.082930 4.266543 0.0 0.0 0.0 0.276
H -6.828142 0.412296 1.842973 0.0 0.0 0.0 0.325
H -7.310777 -1.284616 1.970200 0.0 0.0 0.0 0.417
H -6.250413 0.001810 -0.415237 0.0 0.0 0.0 0.293
H -6.490246 -1.738762 -0.208121 0.0 0.0 0.0 0.356
H -3.979272 -1.265972 -0.356126 0.1 0.0 0.0 -0.272
```
Forces are in eV/Å.

## Properties
Kohn-Sham gap ... 7.3 eV
ΔE to the lowest compared entry with this formula, charge and spin ... 1.161 eV
DFT total energy ... -5148.60631 a.u.
Charge ... +1
HOMO level ... -9.85 eV
Strongest force on any atom ... 0.71 eV/A
Multiplicity ... 1

=====

# 2
Formula: C48H49BrEuI2N6O5S2
Source: the OMol25 dataset
Level of theory: the ωB97M-V functional and the def2-TZVPD basis

Geometry as XYZ:
```
114
Properties=species:S:1:pos:R:3:forces:R:3:mulliken_charge:R:1
Eu -0.533201 0.169131 -0.199349 -1.2 -1.0 0.4 -0.248
I 2.440399 4.321731 0.576351 -0.2 0.3 0.1 -0.046
C 0.336599 4.405331 0.652351 0.6 -0.9 -0.3 -0.125
C -0.343501 5.555631 1.004851 -0.6 0.5 0.2 -0.285
C -1.719601 5.559531 1.037451 0.2 0.6 0.2 -0.115
I -2.706001 7.349631 1.608851 0.3 -0.4 -0.2 0.007
C -2.454201 4.394031 0.749251 0.2 -0.5 -0.1 1.251
C -3.861701 4.295531 0.763851 -0.3 -0.1 0.0 -1.154
C -4.467101 3.094031 0.511351 0.2 0.3 0.1 -1.486
C -3.668401 1.972931 0.252451 0.1 -0.4 -0.1 -0.290
N -2.354201 2.022831 0.202351 0.0 -0.1 -0.1 1.132
C -1.736201 3.204631 0.422251 0.0 0.6 0.2 -0.085
C -0.295801 3.205931 0.319551 -0.1 1.1 0.1 -0.090
O 0.362099 2.173931 -0.061849 0.2 0.1 0.0 -0.303
H 0.206399 6.451431 1.251951 0.0 0.0 0.0 0.405
H -4.458301 5.171931 0.981351 0.0 0.0 0.0 0.185
H -5.541401 2.998331 0.510051 -0.1 0.0 0.0 0.596
H -4.121601 1.002031 0.084051 0.0 -0.1 0.0 0.167
S -4.224401 -0.979469 2.957151 -0.3 -0.2 0.2 -0.583
C -3.177501 0.034231 3.903451 0.1 0.2 0.2 0.654
C -3.354501 0.528331 5.186851 0.0 -0.2 -0.5 -0.664
C -2.383901 1.364631 5.703251 0.2 0.3 0.3 -0.676
C -1.262301 1.713531 4.952451 -0.1 0.0 0.2 -1.303
C -1.076201 1.218631 3.678451 -0.1 0.0 -0.1 -0.095
C -2.032101 0.351531 3.148751 0.1 0.0 -0.2 -0.955
N -1.986901 -0.219069 1.905951 2.5 1.0 -0.1 0.528
C -3.061301 -0.916969 1.640551 -1.9 -1.6 -1.7 0.581
C -3.308001 -1.566169 0.365551 0.6 0.9 1.5 0.595
C -4.522901 -2.232869 0.166251 -0.5 -0.3 -0.2 -1.262
C -4.773001 -2.878469 -1.024549 0.0 0.1 0.3 -0.863
C -3.795001 -2.876869 -2.006349 -0.1 -0.2 -0.5 -1.007
C -2.605501 -2.191869 -1.806049 0.5 0.5 0.4 -0.145
C -2.288901 -1.481969 -0.634949 -0.5 -0.3 -0.4 0.741
H -4.230101 0.267831 5.758551 -0.1 0.0 0.1 0.436
H -2.501301 1.760031 6.701651 0.0 0.1 0.1 0.393
H -0.532501 2.384831 5.378651 0.1 0.1 0.0 0.459
H -0.223001 1.485831 3.071751 0.1 0.1 0.0 0.962
H -5.269001 -2.234369 0.952351 -0.1 0.0 0.0 0.443
H -5.711301 -3.386069 -1.184849 -0.1 -0.1 0.0 0.385
H -3.960801 -3.407669 -2.932549 0.0 -0.1 -0.1 0.433
H -1.875001 -2.225369 -2.607049 0.1 0.0 -0.2 0.188
C 0.305699 -0.765469 -3.887649 -0.2 0.2 -0.2 -0.352
O 0.576099 -1.229369 -2.572149 0.3 -0.3 0.2 0.860
C 1.446999 -2.282169 -2.475349 -0.1 0.0 0.2 -0.068
C 2.026899 -2.928569 -3.553349 0.0 0.1 0.1 -0.629
C 2.994099 -3.900069 -3.329449 0.1 -0.1 0.2 -0.637
Br 3.758899 -4.763669 -4.835749 0.0 0.0 0.1 -0.216
C 3.418999 -4.212069 -2.056449 -0.1 0.0 -0.2 -0.715
C 2.808599 -3.596669 -0.961849 -0.5 0.2 -0.4 0.737
C 1.785299 -2.673369 -1.171249 -0.2 0.1 0.1 0.414
O 1.115599 -2.051469 -0.145049 0.4 -0.4 -0.5 0.308
C 3.360999 -3.793969 0.374651 0.2 0.1 0.2 -0.069
N 4.638099 -3.753469 0.609251 0.2 0.1 -0.6 -0.719
C 4.782299 -3.810569 1.970451 -0.7 -0.1 0.6 0.602
C 5.929499 -3.764669 2.756351 -0.1 0.0 0.0 -0.695
C 5.764799 -3.807469 4.124451 0.1 0.0 0.0 -0.579
C 4.498799 -3.912669 4.708651 -0.1 0.0 0.1 -0.406
C 3.347899 -3.963769 3.946651 -0.1 0.0 0.1 -1.009
C 3.507199 -3.897769 2.573951 0.7 0.1 0.1 0.296
N 2.604899 -3.848869 1.532951 0.0 -0.1 -0.1 -0.127
H 1.223799 -0.485969 -4.412549 0.0 0.0 0.1 0.634
H -0.317901 0.112431 -3.741749 0.1 -0.2 -0.1 -1.221
H -0.231101 -1.522669 -4.466249 0.0 0.0 0.0 0.566
H 1.768599 -2.683869 -4.568649 -0.1 0.1 -0.1 0.666
H 4.222699 -4.910569 -1.894449 0.1 -0.1 0.1 0.573
H 1.576799 -2.254269 0.688251 -0.3 0.4 -0.1 -0.093
H 6.903199 -3.687969 2.300451 0.1 0.0 -0.1 0.481
H 6.631499 -3.756269 4.766351 0.1 0.0 0.0 0.402
H 4.422199 -3.949469 5.783551 0.0 0.0 0.1 0.410
H 2.371399 -4.055769 4.398751 -0.1 0.0 0.1 0.482
H 1.639499 -4.130769 1.602451 0.0 -0.1 -0.1 0.249
C 3.075799 0.508631 -0.654549 -0.4 0.0 -0.1 -0.329
N 3.428899 0.296031 0.732651 0.0 0.2 -0.2 0.811
C 4.850999 0.350731 1.017751 0.2 0.0 0.2 -0.728
C 5.077099 0.826931 2.442551 -0.1 -0.3 -0.1 -0.830
C 4.312799 -0.109269 3.362251 0.3 0.1 -0.2 -0.256
N 2.921399 -0.159369 2.954051 0.0 0.1 0.0 0.594
C 1.963999 -0.465369 3.993051 -0.3 -0.1 0.0 -1.197
C 2.501299 0.068831 1.688451 -0.6 -0.2 0.0 0.038
O 1.277899 0.005431 1.416351 0.4 0.1 0.1 -0.243
H 3.462699 1.476631 -0.987949 -0.1 -0.1 0.0 0.482
H 1.983599 0.520931 -0.783749 0.8 0.0 0.0 -0.531
H 3.517899 -0.283669 -1.269149 -0.1 0.0 0.0 0.309
H 5.310699 1.040231 0.307051 0.0 -0.1 0.0 0.444
H 5.290399 -0.644569 0.869851 0.1 0.1 0.0 0.287
H 4.703799 1.846331 2.548351 0.0 0.0 0.0 0.248
H 6.137799 0.818631 2.683551 0.1 0.0 0.0 0.448
H 4.349199 0.235231 4.398851 0.0 0.0 -0.1 0.478
H 4.751099 -1.116469 3.320651 0.0 0.1 0.1 -0.230
H 1.886599 0.362931 4.700751 -0.1 0.0 0.0 0.361
H 2.285799 -1.356669 4.531751 0.0 -0.1 0.0 0.370
H 0.989599 -0.640569 3.542451 0.0 0.0 0.1 0.304
C -0.717601 1.841031 -6.031449 0.1 0.1 0.2 -1.223
C -0.504101 2.726831 -4.809849 0.0 -0.2 0.0 0.163
C -1.797501 3.189931 -4.159549 0.0 -0.2 0.6 -1.196
S -2.476101 2.031931 -2.871149 -0.1 -0.1 -1.2 0.635
O -1.274801 1.306931 -2.334249 0.6 -0.2 0.4 -0.475
C -3.306101 0.764231 -3.942249 -0.3 0.3 0.5 -0.810
C -4.661501 0.457031 -3.319549 -0.1 0.2 0.0 0.402
C -5.595501 1.657331 -3.402549 0.1 -0.2 0.0 -1.573
H 0.230599 1.661431 -6.528549 0.1 -0.1 -0.1 0.355
H -1.378301 2.339031 -6.736249 -0.1 0.0 -0.2 0.390
H -1.142501 0.876231 -5.769349 -0.1 -0.1 0.0 0.197
H 0.060099 3.609031 -5.117549 0.0 0.0 0.1 0.532
H 0.095899 2.213731 -4.052249 0.0 0.1 -0.1 -0.129
H -2.588301 3.360531 -4.886849 -0.2 0.0 0.0 0.519
H -1.630901 4.114231 -3.607049 -0.1 0.0 0.1 0.469
H -2.662001 -0.112369 -3.919349 0.2 0.1 0.0 -0.032
H -3.423201 1.137531 -4.956649 0.1 0.1 -0.1 0.754
H -4.517801 0.171931 -2.275149 0.0 -0.2 0.0 -0.428
H -5.111301 -0.392169 -3.836249 0.1 -0.1 0.1 0.558
H -5.141801 2.527831 -2.932749 0.0 0.2 0.1 0.326
H -6.533601 1.450631 -2.895349 -0.1 0.0 0.0 0.443
H -5.814301 1.906131 -4.438649 -0.1 0.1 -0.1 0.384
```
Forces are in eV/Å.

## Properties
Kohn-Sham gap (alpha / beta) ... 3.5 / 6.8 eV
ΔE to the lowest compared entry with this formula, charge and spin ... 1.370 eV
DFT total energy ... -7239.43672 a.u.
Charge ... 0
HOMO level (alpha / beta) ... -3.52 / -6.88 eV
Strongest force on any atom ... 3.00 eV/A
Multiplicity ... 8